(1)
A molecular structure, C21H17N5S2TeV, computed with the ωB97M-V functional and the def2-TZVPD basis.

Geometry as XYZ:
```
47
Properties=species:S:1:pos:R:3:mulliken_charge:R:1
V -0.04 -0.17 -0.17 -0.68
C 3.99 -0.79 1.34 -1.67
C 2.51 -0.67 1.16 0.52
N 1.94 -0.33 -0.07 1.46
N 2.80 -0.10 -1.09 -1.35
C 2.28 -0.02 -2.25 0.39
N 3.11 0.22 -3.38 -0.62
S 0.55 -0.22 -2.59 -0.52
C 1.60 -0.92 2.14 0.34
C 1.90 -1.33 3.49 -1.30
C 0.91 -1.54 4.39 -0.13
C -0.45 -1.34 4.00 -1.09
C -0.70 -0.97 2.71 -0.07
N 0.24 -0.77 1.76 0.27
H 4.51 -0.19 0.58 0.41
H 4.35 -1.82 1.22 0.20
H 4.30 -0.44 2.32 0.39
H 3.96 0.69 -3.08 0.25
H 2.63 0.78 -4.07 0.24
H 2.94 -1.48 3.76 0.24
H 1.16 -1.85 5.40 0.37
H -1.27 -1.48 4.69 0.38
H -1.72 -0.81 2.38 0.27
S -4.29 1.61 -0.18 -0.54
C -4.50 -0.12 0.03 0.54
C -5.67 -0.83 0.15 -0.53
C -5.62 -2.21 0.33 -0.40
C -4.38 -2.85 0.37 -0.75
C -3.19 -2.14 0.24 -0.09
C -3.23 -0.75 0.06 -0.66
N -2.15 0.08 -0.08 0.45
C -2.54 1.38 -0.15 0.91
C -1.55 2.38 -0.15 0.73
C -1.82 3.78 -0.18 -1.01
C -0.78 4.67 -0.11 -0.42
C 0.55 4.21 -0.02 -0.89
C 0.80 2.84 -0.01 -0.01
C -0.21 1.88 -0.09 0.18
H -6.63 -0.32 0.13 0.34
H -6.53 -2.78 0.43 0.35
H -4.33 -3.92 0.51 0.35
H -2.23 -2.63 0.27 0.28
H -2.84 4.14 -0.24 0.27
H -0.98 5.74 -0.13 0.33
H 1.36 4.92 0.03 0.36
H 1.83 2.51 0.05 0.34
Te 0.02 -2.54 -1.99 -0.46
```

Summary:
DFT total energy (a.u.): -3092.639434
Net charge: -2
Multiplicity: 2
Kohn-Sham gap (alpha / beta) (Eh): 0.13545 / 0.13598
Expectation value of S²: 0.79
F_max (eV/A): 1.1
Energy relative to the best compared isomer or geometry (same formula, charge and spin) (kcal/mol): 29.2

(2)
2 unconnected molecules or ions with the total composition C2H8N3, computed with the ωB97M-V functional and the def2-TZVPD basis.

Geometry as XYZ:
```
13
Properties=species:S:1:pos:R:3:mulliken_charge:R:1
C -0.61 1.59 -1.24 -0.32
C 0.90 -1.12 0.33 -0.29
N -0.48 0.47 -0.59 -0.12
N -1.47 -0.44 -0.82 -0.44
N 1.09 -0.60 1.67 -0.24
H 0.16 2.27 -1.07 0.25
H -1.45 1.88 -1.95 0.24
H 1.61 -0.77 -0.32 0.24
H -1.86 -0.37 -1.75 0.26
H -1.25 -1.31 -0.41 0.32
H 0.17 -0.13 1.90 0.42
H 1.97 -0.17 1.83 0.31
H 1.22 -1.30 2.43 0.39
```

Summary:
DFT total energy (a.u.): -244.798602
Net charge: +1
Multiplicity: 1
Kohn-Sham gap (Eh): 0.28523
F_max (eV/A): 3.4
Energy relative to the best compared isomer or geometry (same formula, charge and spin) (kcal/mol): 168.8

(3)
C15H18N4O4 in the gas phase, computed with the ωB97M-V functional and the def2-TZVPD basis.

Geometry as XYZ:
```
41
Properties=species:S:1:pos:R:3:mulliken_charge:R:1
N 0.10 -3.70 -0.46 -0.60
C 0.69 -2.43 0.04 0.78
C 2.17 -2.43 -0.39 -1.71
C 2.92 -1.15 -0.12 0.07
C 3.27 -0.79 1.18 0.00
C 3.70 0.49 1.56 -1.20
C 3.86 1.34 0.50 1.21
O 4.31 2.69 0.69 -0.57
C 3.67 1.00 -0.87 -0.67
C 3.20 -0.26 -1.16 -0.40
C -0.11 -1.33 -0.70 -0.10
O 0.36 -0.90 -1.75 -0.66
N -1.41 -1.02 -0.34 0.08
C -2.11 -0.81 0.91 0.08
C -1.76 0.61 1.61 -0.88
C -1.93 1.71 0.61 0.38
C -0.90 2.44 0.06 -0.49
N -1.36 3.07 -1.06 -0.06
C -2.75 2.81 -1.14 -0.30
N -3.10 2.02 -0.15 -0.51
C -3.60 -0.83 0.60 0.26
O -4.50 -0.88 1.43 -0.60
O -3.84 -0.87 -0.71 -0.44
H -0.90 -3.74 -0.47 0.21
H 0.64 -4.52 -0.20 0.24
H 0.70 -2.23 1.08 0.26
H 2.31 -2.59 -1.45 0.42
H 2.62 -3.29 0.10 0.56
H 3.21 -1.50 1.98 0.43
H 3.81 0.69 2.58 0.52
H 4.24 3.19 -0.15 0.28
H 4.03 1.66 -1.66 0.32
H 2.92 -0.52 -2.18 0.30
H -1.88 -0.62 -1.13 0.23
H -1.88 -1.59 1.65 0.36
H -2.48 0.76 2.41 0.47
H -0.73 0.65 2.06 0.33
H 0.20 2.45 0.23 0.42
H -0.75 3.68 -1.65 0.25
H -3.48 3.25 -1.86 0.38
H -4.80 -0.71 -0.75 0.38
```

Summary:
DFT total energy (a.u.): -1102.377609
Multiplicity: 1
Kohn-Sham gap (Eh): 0.33041
SMILES: N[C@@H](Cc1ccc(O)cc1)C(=O)N[C@@H](Cc1c[nH]cn1)C(=O)O
F_max (eV/A): 3.6
Energy relative to the best compared isomer or geometry (same formula, charge and spin) (kcal/mol): 64.0

(4)
A molecular structure, C72H160N10O15, computed with the ωB97M-V functional and the def2-TZVPD basis.

Geometry as XYZ:
```
257
Properties=species:S:1:pos:R:3:mulliken_charge:R:1
C 5.30 -0.78 4.03 -1.16
C 4.11 -1.60 3.58 0.36
O 4.16 -2.31 2.56 -0.36
N 2.80 -1.67 4.41 0.21
H 2.59 -2.65 4.35 0.23
H 3.09 -1.49 5.36 0.48
C 1.77 -0.67 3.86 -0.40
H 5.05 0.28 3.98 0.29
H 6.15 -0.98 3.38 0.32
H 5.67 -0.97 5.04 0.46
H 0.93 -0.89 4.52 0.16
H 1.55 -0.98 2.84 -0.05
H 2.30 0.28 3.87 0.56
C -5.32 -0.85 -1.08 -0.13
C -5.32 -0.04 0.21 -0.10
O -4.74 -0.44 1.21 -0.31
N -6.00 1.33 0.13 0.62
H -5.21 1.94 0.05 -0.33
H -6.44 1.27 -0.78 0.55
C -7.06 1.54 1.22 -0.65
H -4.37 -1.38 -1.19 -0.44
H -5.36 -0.25 -1.99 0.40
H -6.13 -1.58 -1.02 0.46
H -7.88 0.82 1.21 0.31
H -7.44 2.50 0.85 0.47
H -6.59 1.62 2.19 0.05
C -1.29 -0.97 2.07 2.49
C -1.39 0.52 1.87 -0.15
O -1.63 1.28 2.78 -0.56
N -1.19 1.13 0.45 2.21
H -1.41 0.43 -0.25 -0.49
H -1.88 1.84 0.25 0.11
C 0.23 1.65 0.25 -0.02
H -1.15 -1.31 3.10 -0.26
H -0.37 -1.26 1.56 -0.69
H -2.01 -1.59 1.54 -0.50
H 0.63 2.51 0.79 0.08
H 0.14 2.09 -0.74 -0.09
H 1.00 0.88 0.17 0.25
C -1.01 4.92 -2.81 -1.36
C -1.94 4.17 -3.78 -0.28
C -1.28 2.91 -4.38 0.26
N -2.32 2.03 -5.12 0.38
C -1.41 1.04 -5.98 -0.36
C -2.17 -0.21 -6.50 -1.37
C -3.05 -0.85 -5.41 -0.20
C -3.97 0.18 -4.76 0.44
C -3.23 1.32 -4.01 -0.06
C -3.14 2.85 -6.18 -0.94
H -0.81 4.46 -1.84 0.12
H -1.41 5.89 -2.50 0.49
H -0.06 5.22 -3.25 0.39
H -2.04 4.85 -4.62 0.33
H -2.89 3.98 -3.29 0.27
H -0.83 2.27 -3.63 -0.61
H -0.54 3.21 -5.12 0.39
H -0.71 0.63 -5.26 0.26
H -0.83 1.55 -6.76 0.47
H -1.45 -0.89 -6.97 0.49
H -2.74 0.07 -7.38 0.47
H -2.46 -1.46 -4.74 -0.21
H -3.63 -1.60 -5.95 0.68
H -4.41 -0.33 -3.90 -0.95
H -4.77 0.57 -5.39 0.56
H -2.60 1.03 -3.18 -0.32
H -3.95 2.07 -3.68 0.48
H -3.59 2.14 -6.88 0.46
H -2.50 3.59 -6.66 0.32
H -3.93 3.33 -5.60 0.39
C -3.26 0.55 11.28 -1.44
C -3.08 -0.39 10.02 -0.20
C -4.10 0.12 8.93 -0.81
N -4.06 -0.60 7.55 0.31
C -4.92 0.17 6.50 -1.07
C -5.08 -0.57 5.15 -0.86
C -3.78 -0.91 4.54 1.81
C -2.75 -1.47 5.55 0.65
C -2.65 -0.69 6.90 -1.57
C -4.66 -2.02 7.78 -0.97
H -4.31 0.53 11.56 0.36
H -3.09 1.61 11.10 0.37
H -2.62 0.36 12.14 0.39
H -3.28 -1.38 10.41 0.32
H -2.00 -0.39 9.85 0.33
H -4.03 1.18 8.70 0.45
H -5.13 0.01 9.29 0.50
H -4.41 1.13 6.43 0.38
H -5.90 0.36 6.92 0.56
H -5.70 0.08 4.52 0.28
H -5.84 -1.34 5.28 0.31
H -3.42 0.04 4.15 -0.88
H -3.79 -1.46 3.60 -0.20
H -1.77 -1.56 5.08 -0.62
H -3.10 -2.50 5.66 0.42
H -2.26 0.31 6.73 0.40
H -2.08 -1.31 7.59 0.51
H -4.63 -2.62 6.87 0.42
H -5.71 -1.87 8.00 0.35
H -4.04 -2.48 8.55 0.37
C 5.90 -6.08 -4.20 -1.51
C 5.54 -5.27 -2.95 0.51
C 4.17 -5.71 -2.37 -0.95
N 3.64 -4.86 -1.14 0.26
C 3.35 -3.42 -1.64 -0.81
C 2.37 -2.62 -0.71 1.71
C 1.15 -3.40 -0.28 0.02
C 1.67 -4.64 0.40 -0.26
C 2.37 -5.60 -0.59 -1.02
C 4.74 -4.76 -0.07 -0.76
H 6.67 -5.72 -4.89 0.39
H 5.01 -6.33 -4.77 0.38
H 6.23 -7.07 -3.87 0.41
H 5.68 -4.20 -3.09 -0.41
H 6.38 -5.52 -2.30 0.29
H 4.35 -6.71 -1.99 0.48
H 3.36 -5.78 -3.09 0.53
H 2.85 -3.49 -2.61 0.47
H 4.30 -2.96 -1.90 -0.42
H 1.91 -1.80 -1.27 0.09
H 2.93 -2.15 0.09 -0.94
H 0.53 -3.53 -1.17 0.42
H 0.66 -2.74 0.43 -0.43
H 0.92 -5.22 0.95 0.39
H 2.32 -4.33 1.22 0.01
H 1.80 -5.92 -1.46 0.43
H 2.70 -6.54 -0.15 0.58
H 5.51 -4.23 -0.63 0.31
H 5.06 -5.76 0.22 0.34
H 4.39 -4.11 0.74 0.35
C 4.28 0.35 0.02 -0.37
C 5.53 -0.42 -0.49 -0.20
C 5.67 -0.25 -2.03 -1.18
N 7.07 -0.41 -2.65 0.61
C 8.08 0.49 -1.89 -1.02
C 7.04 -0.02 -4.18 -0.44
C 8.07 -0.97 -4.81 -0.92
C 7.76 -2.27 -4.12 -0.51
C 7.54 -1.89 -2.66 -0.20
H 4.27 0.21 1.10 -0.32
H 3.28 0.18 -0.37 -0.42
H 4.40 1.43 -0.12 0.81
H 5.65 -1.47 -0.21 0.23
H 6.38 0.00 0.05 0.74
H 5.41 0.77 -2.31 0.42
H 4.98 -0.88 -2.58 0.22
H 7.69 1.50 -1.76 0.28
H 8.92 0.54 -2.59 0.46
H 8.38 0.02 -0.95 0.43
H 7.34 1.02 -4.31 0.32
H 6.08 -0.29 -4.62 0.31
H 9.06 -0.59 -4.59 0.35
H 7.87 -1.02 -5.88 0.43
H 8.56 -3.00 -4.20 0.67
H 7.10 -2.87 -4.74 0.20
H 8.54 -1.82 -2.22 0.33
H 6.86 -2.47 -2.03 -0.04
C -5.25 -3.90 -3.61 -1.31
C -5.03 -4.38 -2.21 -0.30
C -3.53 -4.29 -1.70 0.10
N -3.34 -4.83 -0.22 0.39
C -3.68 -6.35 -0.17 -0.96
C -4.06 -4.03 0.90 0.02
C -3.18 -4.33 2.17 -0.41
C -1.76 -4.52 1.75 0.40
C -1.83 -4.66 0.16 0.11
H -6.13 -4.35 -4.07 0.46
H -4.45 -4.27 -4.25 0.36
H -5.35 -2.82 -3.72 0.11
H -5.40 -5.40 -2.07 0.46
H -5.66 -3.84 -1.51 0.28
H -3.11 -3.28 -1.70 -0.76
H -2.83 -4.90 -2.27 0.59
H -3.13 -6.84 -0.97 0.36
H -4.75 -6.50 -0.34 0.37
H -3.35 -6.81 0.76 0.38
H -5.07 -4.43 0.98 0.72
H -3.95 -2.96 0.68 -0.48
H -3.50 -5.25 2.65 0.48
H -3.31 -3.48 2.85 -0.55
H -1.26 -5.39 2.17 0.94
H -1.12 -3.67 1.97 -0.67
H -1.15 -5.43 -0.19 0.66
H -1.45 -3.70 -0.21 -0.95
C -5.38 3.39 3.78 -0.99
C -3.88 3.58 3.76 1.63
C -3.39 5.06 3.70 -1.34
N -1.84 5.31 3.67 0.51
C -1.19 4.79 4.95 -1.13
C -1.44 6.73 3.45 -0.51
C -1.04 6.82 1.95 -0.79
C -0.29 5.56 1.82 0.05
C -1.18 4.54 2.47 0.91
H -5.92 3.86 4.60 0.45
H -5.51 2.32 3.95 -0.36
H -5.85 3.71 2.85 0.38
H -3.37 3.13 2.91 -0.49
H -3.56 3.19 4.73 0.00
H -3.66 5.63 4.59 0.56
H -3.74 5.60 2.83 0.38
H -0.10 4.75 4.83 0.52
H -1.56 3.77 5.08 0.20
H -1.64 5.41 5.72 0.40
H -0.62 6.88 4.15 0.44
H -2.22 7.44 3.71 0.35
H -0.42 7.70 1.79 0.48
H -1.83 6.95 1.20 0.25
H 0.73 5.57 2.21 0.45
H -0.23 5.26 0.78 -0.20
H -0.57 3.68 2.73 -0.23
H -2.06 4.33 1.86 -1.02
C 2.90 3.17 -1.77 -1.04
C 2.61 3.41 -3.30 0.58
C 3.87 3.01 -4.19 -1.31
N 3.79 3.28 -5.69 0.40
C 2.50 2.73 -6.33 -1.08
C 5.10 2.86 -6.36 -0.48
C 5.29 3.81 -7.58 -0.71
C 4.43 5.06 -7.28 -0.79
C 3.85 4.85 -5.91 -0.56
H 3.00 2.08 -1.68 -0.19
H 2.16 3.49 -1.04 0.13
H 3.78 3.69 -1.41 0.67
H 2.35 4.45 -3.47 0.59
H 1.77 2.78 -3.58 -0.40
H 3.90 1.92 -4.11 0.43
H 4.80 3.46 -3.87 0.54
H 2.44 1.71 -5.98 0.37
H 2.52 2.69 -7.42 0.50
H 1.63 3.33 -6.05 0.30
H 5.01 1.84 -6.74 0.40
H 5.96 2.93 -5.69 0.29
H 4.93 3.33 -8.49 0.32
H 6.32 4.06 -7.82 0.43
H 3.64 5.26 -8.01 0.33
H 5.10 5.92 -7.24 0.38
H 2.84 5.23 -5.73 0.52
H 4.51 5.21 -5.12 0.42
O -3.21 5.01 -0.52 -0.35
C -3.88 3.84 -0.39 0.62
O -3.39 2.80 0.12 -1.11
O -4.99 3.96 -0.81 -0.83
H -3.97 5.38 -0.98 0.27
O -0.57 -2.21 -2.80 -0.61
C -0.84 -1.12 -2.11 0.03
O -0.25 -0.10 -2.52 -0.74
O -1.74 -1.06 -1.22 -0.55
H 0.04 -1.69 -3.33 0.42
O -0.29 -3.45 4.75 -0.04
C 0.59 -4.45 4.64 0.43
O 0.42 -5.51 5.21 -0.71
O 1.67 -4.28 4.09 -0.84
H -0.94 -3.91 5.29 0.15
O 3.92 2.02 3.02 -0.42
C 3.30 3.16 3.15 0.68
O 3.83 4.13 3.75 -0.77
O 2.25 3.15 2.52 -0.63
H 3.07 1.92 2.58 0.02
```

Summary:
DFT total energy (a.u.): -4513.177939
Net charge: +6
Multiplicity: 1
Kohn-Sham gap (Eh): 0.22077
F_max (eV/A): 10.3

(5)
A molecular structure, C15H16ClIrN3O5S2, computed with the ωB97M-V functional and the def2-TZVPD basis.

Geometry as XYZ:
```
43
Properties=species:S:1:pos:R:3:mulliken_charge:R:1
Ir 0.07 0.54 -0.06 1.25
S -1.48 1.80 -1.45 -0.52
C -2.99 1.14 -0.89 0.41
C -4.15 1.92 -1.00 -0.61
C -5.38 1.44 -0.60 -0.47
C -5.49 0.15 -0.10 -0.53
C -4.36 -0.64 0.01 -0.67
C -3.09 -0.16 -0.37 0.49
S -1.71 -1.21 -0.20 -0.37
H -4.05 2.92 -1.41 0.36
H -6.26 2.07 -0.69 0.34
H -6.45 -0.24 0.22 0.33
H -4.42 -1.65 0.41 0.40
C 4.61 1.87 -0.54 -0.65
O 3.83 2.75 0.27 -0.40
C 2.51 2.75 0.02 0.63
O 1.98 2.18 -0.92 -0.60
N 1.85 3.56 0.89 -0.14
N 0.45 3.32 0.87 -0.41
H 5.62 2.26 -0.53 0.26
H 4.22 1.84 -1.56 0.29
H 4.59 0.86 -0.13 0.25
H 2.24 3.56 1.82 0.32
H 0.07 3.73 0.02 0.26
H 0.03 3.80 1.67 0.21
O -0.71 0.76 2.25 -0.65
N 0.41 1.00 2.77 1.11
O 0.51 1.46 3.90 -0.69
O 1.44 0.78 2.06 -0.61
Cl 0.36 -6.61 0.20 -0.27
C 0.72 -4.94 -0.13 0.46
C 0.47 -4.41 -1.38 -0.66
C 0.76 -3.08 -1.63 0.00
C 1.32 -2.24 -0.65 0.06
C 1.63 -0.85 -0.90 -1.55
C 1.54 -2.82 0.62 0.13
C 1.24 -4.14 0.88 -0.86
H 0.04 -5.03 -2.15 0.38
H 0.56 -2.66 -2.61 0.31
H 1.71 -0.57 -1.95 0.41
H 2.46 -0.47 -0.30 0.30
H 1.93 -2.19 1.41 0.34
H 1.42 -4.56 1.86 0.38
```

Summary:
DFT total energy (a.u.): -2482.449744
Net charge: -1
Multiplicity: 5
Kohn-Sham gap (alpha / beta) (Eh): 0.22377 / 0.23631
Expectation value of S²: 6.02
F_max (eV/A): 1.5
Energy relative to the best compared isomer or geometry (same formula, charge and spin) (kcal/mol): 17.7

(6)
2 unconnected molecules or ions with the total composition C3HF3, computed with the ωB97M-V functional and the def2-TZVPD basis.

Geometry as XYZ:
```
7
Properties=species:S:1:pos:R:3:mulliken_charge:R:1
C 0.15 0.55 0.23 -0.36
C -2.61 0.76 0.47 0.10
C 1.34 1.17 0.04 0.38
F -2.63 1.78 -0.33 -0.04
F 2.51 0.61 -0.29 -0.21
F 1.50 2.44 0.16 -0.18
H -0.41 -0.39 0.06 0.31
```

Summary:
DFT total energy (a.u.): -414.221192
Multiplicity: 1
Kohn-Sham gap (alpha / beta) (Eh): 0.35405 / 0.28438
F_max (eV/A): 3.5
Energy relative to the best compared isomer or geometry (same formula, charge and spin) (kcal/mol): 141.0